(1)
The following is a DFT calculation (ωB97M-V with the def2-TZVPD basis set) of 6 unconnected molecules or ions with the total composition C45H63BI2N6O5.

Its spin multiplicity is 1. As for the SMILES: COCCCCC[C@@]1(CCCI)[C@@](O)(C[C@@H](C)I)NC(=O)[C@@]1(C[C@H](C)O)B(C)O.c1ccncc1.c1ccncc1.c1ccncc1.c1ccncc1.c1ccncc1.

Geometry as XYZ:
```
122
Properties=species:S:1:pos:R:3:forces:R:3
C -4.13883 3.25722 -2.15111 -0.50 -0.59 0.00
O -4.10177 1.84971 -1.94886 0.22 0.26 0.02
C -2.96020 1.24708 -2.55403 -0.68 -0.17 0.96
C -2.89922 -0.19201 -2.03438 0.86 0.04 -0.77
C -1.71123 -0.50355 -1.07896 -0.86 -0.58 -0.52
C -2.24083 -0.76345 0.33620 0.32 0.35 0.25
C -1.39966 -0.40193 1.58995 0.16 -0.26 -0.42
C -0.02151 0.28203 1.48174 1.00 1.48 1.36
C -0.01086 1.67975 0.80707 -0.77 -0.61 -1.36
C -1.37310 2.38635 0.67257 0.68 0.39 0.30
C -1.11990 3.88684 0.55004 -0.40 -0.23 0.12
I -0.32896 4.46674 -1.36148 -0.11 0.01 0.23
C 0.38192 0.63826 2.96300 0.15 0.06 1.42
O 1.68716 1.24603 3.03523 0.18 0.54 -0.92
C -0.49404 1.60914 3.74469 -0.85 -0.71 0.99
C 0.03789 1.88510 5.17000 -0.02 0.94 -0.22
C 0.54024 3.33907 5.33735 -0.37 -0.39 -0.12
I -1.56365 1.58084 6.62213 0.26 -0.26 -0.09
N 0.65656 -0.64032 3.60831 -0.03 0.19 -0.24
C 1.49084 -1.27010 2.61493 -1.45 1.67 -0.20
O 2.22765 -2.14963 2.88924 1.27 -1.57 0.18
C 1.21379 -0.66033 1.21278 -0.06 -1.58 -0.66
C 2.41072 0.01959 0.51490 -0.10 0.25 1.05
C 3.77143 -0.59313 0.81881 1.24 1.33 -0.63
C 4.83996 0.48277 0.50805 -0.57 -0.16 -0.27
O 4.09043 -1.71577 -0.00481 -0.14 -0.44 0.65
B 0.94178 -2.04794 0.38312 -0.37 -0.34 -0.20
C 0.12583 -3.29197 0.93250 -0.13 -0.02 -0.34
O 1.46246 -2.19356 -0.89077 -0.63 1.13 0.01
H -3.59228 3.77922 -1.36441 0.36 0.11 -0.16
H -3.79091 3.49978 -3.15615 0.25 0.25 0.06
H -5.17142 3.57141 -2.09963 -0.18 0.02 0.06
H -2.06380 1.79006 -2.24488 0.17 0.13 -0.29
H -3.08536 1.29749 -3.63649 0.19 0.01 -0.17
H -3.85662 -0.42947 -1.58131 -0.09 -0.03 0.09
H -2.79536 -0.83953 -2.90488 -0.10 -0.14 -0.05
H -1.29268 -1.43233 -1.46579 0.33 -0.06 0.13
H -0.94180 0.25446 -1.19648 0.03 0.13 0.31
H -3.20242 -0.26455 0.41953 -0.04 0.29 0.10
H -2.49407 -1.81855 0.39800 -0.02 -0.16 -0.04
H -2.03333 0.19662 2.23197 -0.07 0.25 0.04
H -1.24476 -1.31476 2.15570 0.02 -0.19 0.00
H 0.64487 2.38594 1.30653 0.30 -0.30 0.23
H 0.37457 1.58721 -0.20798 0.18 0.06 -0.09
H -1.96288 2.00098 -0.15163 -0.11 0.02 -0.11
H -1.98331 2.27922 1.56659 -0.06 -0.15 0.17
H -2.01943 4.44691 0.77459 -0.19 0.24 -0.51
H -0.39135 4.20978 1.28326 0.28 0.02 0.01
H 2.12213 0.92219 3.83420 -0.24 -0.09 -0.10
H -0.55730 2.57001 3.25486 0.18 0.08 -0.42
H -1.52223 1.27408 3.86183 -0.03 -0.25 -0.33
H 0.82007 1.20259 5.46838 -0.14 -0.36 0.06
H 0.63158 3.85695 4.38573 0.11 -0.17 -0.20
H -0.19178 3.89424 5.90923 0.16 0.33 0.23
H 1.51528 3.38094 5.80128 0.07 0.06 0.27
H -0.14931 -1.17595 3.90900 0.16 -0.11 0.07
H 2.47796 1.03864 0.87766 -0.05 0.09 0.16
H 2.23901 0.12053 -0.55068 0.06 -0.44 -0.28
H 3.91033 -0.84055 1.86719 -0.47 -0.19 0.11
H 5.80463 0.21711 0.92640 0.18 -0.06 -0.06
H 4.89645 0.54135 -0.57678 0.28 0.03 -0.14
H 4.54637 1.47172 0.85474 0.05 0.01 0.27
H 4.41709 -2.39967 0.59352 -0.13 -0.01 -0.30
H 0.21726 -4.11982 0.23015 0.09 -0.09 -0.10
H -0.94631 -3.11479 1.00388 -0.10 0.08 0.20
H 0.46491 -3.67851 1.89067 -0.03 0.15 0.16
H 0.74090 -2.41256 -1.49662 0.27 -0.66 -0.07
C -0.61117 -8.85387 2.24398 0.03 -0.09 0.00
C -0.61141 -8.06863 3.38454 0.00 0.00 -0.03
C -1.01815 -6.74765 3.27241 -0.04 0.14 0.00
N -1.40662 -6.18724 2.12838 0.02 -0.14 0.03
C -1.39767 -6.95777 1.04215 -0.04 0.16 -0.04
C -1.01317 -8.28980 1.04454 0.01 0.01 0.02
H -0.30179 -9.89058 2.28887 0.00 0.01 0.00
H -0.30358 -8.46946 4.34063 -0.01 0.02 0.01
H -1.03635 -6.09678 4.14014 0.03 -0.05 0.03
H -1.71684 -6.47296 0.12478 0.00 -0.05 -0.02
H -1.02823 -8.86812 0.13068 -0.01 0.02 -0.01
C 5.22439 6.97074 6.31758 0.07 0.05 0.02
C 4.21707 6.66358 7.21705 0.01 0.00 -0.02
C 3.15787 5.88571 6.77574 -0.13 -0.08 -0.03
N 3.04991 5.41796 5.53303 0.20 0.15 0.04
C 4.02797 5.72524 4.68190 -0.11 -0.08 -0.06
C 5.13176 6.49233 5.02109 -0.01 0.01 0.03
H 6.06980 7.57459 6.62260 -0.01 -0.01 0.00
H 4.25057 7.01792 8.23822 -0.02 -0.01 0.00
H 2.34783 5.61767 7.44659 0.03 0.03 0.04
H 3.91217 5.33213 3.67723 0.06 0.02 -0.01
H 5.89693 6.70859 4.28819 -0.02 -0.01 -0.02
C -7.51948 7.61255 -4.40509 -0.04 0.06 -0.04
C -7.71967 6.31617 -4.84941 0.01 0.02 0.01
C -7.00045 5.29672 -4.24498 0.07 -0.13 0.05
N -6.12335 5.49158 -3.26154 -0.17 0.28 -0.12
C -5.94331 6.74556 -2.84906 0.08 -0.10 0.07
C -6.61281 7.83607 -3.38229 -0.01 -0.02 -0.02
H -8.06222 8.43720 -4.84984 0.00 -0.01 0.00
H -8.41762 6.09861 -5.64629 0.01 -0.02 0.01
H -7.12719 4.26558 -4.55863 -0.04 0.02 -0.04
H -5.22146 6.87390 -2.04897 -0.02 0.06 0.00
H -6.42739 8.83278 -3.00594 0.02 -0.01 0.01
C -0.00485 -5.28574 -5.65900 0.01 -0.06 -0.13
C 0.20993 -5.85581 -4.41528 -0.06 -0.03 -0.04
C -0.29279 -5.20782 -3.29986 -0.03 0.03 0.24
N -0.96960 -4.06074 -3.34797 0.10 0.06 -0.09
C -1.16747 -3.52857 -4.55420 -0.06 0.12 0.12
C -0.71147 -4.09746 -5.73345 0.00 -0.02 0.05
H 0.37563 -5.75945 -6.55422 0.05 0.02 0.03
H 0.75959 -6.78171 -4.31192 0.00 0.00 0.01
H -0.14750 -5.61865 -2.30559 0.05 -0.05 -0.03
H -1.72063 -2.59503 -4.56615 0.01 0.00 -0.06
H -0.90236 -3.61848 -6.68393 -0.01 0.02 0.02
C 5.60865 -3.61002 -5.21620 0.06 0.04 0.01
C 4.56320 -3.91306 -4.36029 0.03 0.00 0.01
C 3.54334 -4.72406 -4.83405 -0.08 -0.08 -0.03
N 3.50685 -5.22757 -6.06742 0.07 0.07 0.05
C 4.52110 -4.92334 -6.87625 -0.10 -0.08 -0.06
C 5.59110 -4.12517 -6.50257 -0.02 0.00 0.03
H 6.42552 -2.98074 -4.88589 -0.01 0.00 0.00
H 4.53623 -3.53028 -3.34867 -0.04 0.00 0.00
H 2.70638 -4.99000 -4.19871 0.03 0.08 0.06
H 4.46472 -5.34496 -7.87433 0.06 0.03 -0.01
H 6.38846 -3.91284 -7.20174 -0.02 -0.01 -0.02
```
Forces are in eV/Å.



(2)
The following is a DFT calculation (ωB97M-V with the def2-TZVPD basis set) of 13 unconnected molecules or ions with the total composition C45H63F7N2O37S4.

Its spin multiplicity is 1.

Geometry as XYZ:
```
158
Properties=species:S:1:pos:R:3:forces:R:3
C -3.57030 3.48450 1.95094 -0.26 0.46 -1.04
C -4.15014 4.69801 1.56276 0.75 -0.58 0.90
C -5.07739 5.26769 2.40765 -0.60 0.90 -0.27
C -5.51936 4.60564 3.54185 0.64 -0.14 -0.47
C -5.00575 3.36616 3.87099 -0.14 -0.38 0.19
C -4.02357 2.81060 3.06451 0.10 -0.16 -0.01
N -6.51180 5.25243 4.40442 -0.14 -0.32 0.28
O -6.87798 6.37451 4.12030 0.02 -0.06 0.02
O -6.90603 4.60369 5.35658 -0.02 0.26 -0.13
H -2.81443 3.08125 1.28524 0.07 -0.25 0.28
H -3.75130 5.20122 0.69457 -0.25 0.14 -0.07
H -5.48302 6.25033 2.19600 -0.04 -0.10 0.02
H -5.37152 2.81319 4.72416 -0.04 0.18 0.10
H -3.61066 1.83343 3.27410 0.01 0.05 0.16
C 1.39126 -2.22929 -2.84475 -0.34 0.02 0.45
C 1.36654 -3.57813 -3.15874 0.08 -0.17 -0.05
C 0.85895 -4.00888 -4.37520 0.05 0.29 -0.27
C 0.42988 -3.03886 -5.27335 0.34 -0.18 0.39
C 0.47663 -1.69261 -4.97570 0.15 0.79 -0.23
C 0.92520 -1.26867 -3.73609 0.52 -0.61 0.19
N 0.04651 -3.45746 -6.62490 -0.29 0.10 -0.38
O -0.01310 -4.64796 -6.85494 0.01 -0.01 0.07
O -0.18173 -2.58526 -7.44276 0.05 -0.10 0.15
H 1.73863 -1.97517 -1.84947 0.13 0.25 -0.13
H 1.79955 -4.26824 -2.44671 -0.23 -0.17 -0.04
H 0.83291 -5.04212 -4.68757 0.05 -0.06 0.14
H 0.26468 -0.94772 -5.73037 -0.32 -0.22 -0.10
H 1.04870 -0.22401 -3.48815 -0.25 0.06 -0.06
O -0.97725 -2.01448 2.94063 0.43 0.24 0.58
S -1.16016 -0.87594 2.10661 -0.33 -0.28 -1.58
O -1.63753 0.37876 2.59833 0.01 0.13 0.37
O 0.23242 -0.65629 1.35303 -0.08 -0.11 0.81
C 0.30189 0.38815 0.37173 -0.33 0.79 -0.93
C 1.73070 0.60095 -0.01350 1.32 0.51 0.26
C -2.16217 -1.42229 0.75807 -0.38 0.01 0.28
H -0.12410 1.33506 0.70353 0.00 -0.21 0.52
H -0.30173 0.10633 -0.49782 0.13 -0.29 0.01
H 2.27199 -0.32909 -0.19944 -0.19 -0.08 -0.18
H 2.29411 1.14618 0.75233 -0.30 -0.35 0.32
H 1.86436 1.29720 -0.84252 -0.52 -0.39 -0.34
H -3.06227 -1.88627 1.16179 0.11 -0.04 0.16
H -1.57969 -2.17485 0.23793 -0.03 0.06 -0.17
H -2.50016 -0.60445 0.12821 0.32 0.05 -0.11
O 3.95791 7.65708 -0.91958 -0.17 0.26 -0.06
S 5.31384 7.23296 -1.05780 -0.47 -0.72 -0.59
O 6.34999 7.80584 -0.28234 0.32 0.03 0.36
O 5.34588 5.65449 -0.78515 0.47 0.36 -0.05
C 4.43093 4.86313 -1.54646 -0.61 -0.64 -0.42
C 3.62034 3.89299 -0.67366 0.51 0.37 -0.58
C 5.77619 7.31723 -2.76802 0.23 0.55 -0.05
H 4.96579 4.30059 -2.32139 0.42 0.11 0.29
H 3.74711 5.48399 -2.12323 -0.03 0.35 0.36
H 3.67849 4.14869 0.38071 -0.13 0.15 0.00
H 3.99307 2.87824 -0.80909 -0.12 -0.07 0.09
H 2.60025 3.97140 -1.03293 -0.18 -0.39 0.37
H 5.09014 6.78702 -3.42088 -0.04 -0.19 0.15
H 6.80578 6.98120 -2.86345 -0.07 -0.21 0.01
H 5.75056 8.37223 -3.04464 -0.07 0.00 0.13
O -5.77222 -4.04215 0.29612 0.47 -0.03 -0.24
S -6.51017 -2.85057 0.04802 -0.52 1.28 -0.34
O -7.64874 -2.52486 0.84957 -0.11 -0.40 0.18
O -5.50300 -1.60012 0.17661 -0.03 -0.65 -0.02
C -6.16746 -0.32858 0.28474 -0.17 1.08 -0.24
C -5.14351 0.77195 0.08971 0.73 -0.16 0.41
C -7.01159 -2.67269 -1.66932 -0.14 0.47 0.55
H -6.66757 -0.26321 1.24812 0.12 -0.03 0.08
H -6.94762 -0.17500 -0.46820 0.07 -0.58 -0.13
H -5.60079 1.72853 -0.15663 -0.18 -0.04 0.17
H -4.42649 0.55148 -0.70447 -0.27 -0.19 -0.18
H -4.54058 0.89115 0.99250 -0.08 0.13 0.00
H -7.04773 -3.65309 -2.12456 -0.09 0.05 -0.18
H -6.35988 -1.97216 -2.18289 0.43 -0.44 -0.06
H -7.96687 -2.15477 -1.61625 -0.26 -0.48 -0.04
O 4.32874 -2.33355 2.10775 -0.14 0.40 0.29
S 3.42655 -3.21239 1.45020 0.04 -1.66 -0.38
O 3.05627 -2.93936 0.08774 -0.18 0.20 -0.02
O 4.15730 -4.63185 1.50730 -0.17 0.52 0.00
C 3.63260 -5.70477 0.72564 -0.08 -1.37 -0.77
C 4.80266 -6.43668 0.08206 0.19 0.23 0.66
C 1.97973 -3.58542 2.40712 0.46 0.56 -0.13
H 2.90232 -5.39448 -0.02495 0.23 0.51 0.01
H 3.09253 -6.44034 1.33338 0.09 0.41 0.48
H 5.45907 -6.80484 0.87462 -0.06 -0.04 0.00
H 5.41764 -5.76234 -0.51186 -0.21 -0.09 -0.32
H 4.44901 -7.30605 -0.46906 0.02 0.14 -0.25
H 1.37528 -4.36457 1.94970 0.15 0.04 -0.33
H 1.42991 -2.64829 2.42882 -0.26 -0.09 0.41
H 2.34292 -3.93311 3.37064 -0.15 0.32 0.19
C 5.48844 -0.43137 -0.87187 -0.99 0.10 0.91
C 4.77383 -1.03691 -2.05484 0.59 -0.32 -0.47
O 5.87525 -1.55402 -2.81159 -0.23 0.13 -0.19
C 6.86509 -1.85872 -1.93801 -0.27 0.29 0.32
O 7.82159 -2.50049 -2.18308 0.36 -0.24 -0.13
O 6.57554 -1.32875 -0.71606 0.30 0.24 -0.09
F 4.08794 -0.14106 -2.80214 0.09 0.10 -0.04
H 4.86117 -0.42123 0.02203 0.13 -0.44 0.04
H 5.79192 0.61243 -0.99309 0.31 -0.18 -0.57
H 4.14883 -1.90270 -1.84066 -0.34 0.30 0.27
C -2.47956 -4.76134 -3.20740 0.79 1.10 0.09
C -3.35804 -4.21974 -2.09809 -0.67 -2.46 -0.06
O -4.51626 -3.81573 -2.79090 0.28 0.51 0.25
C -4.21022 -3.64568 -4.11037 0.91 0.16 -0.06
O -4.95566 -3.26413 -4.93864 -0.51 0.22 -0.16
O -2.90669 -3.95476 -4.31709 -0.19 -0.43 -0.07
F -2.75410 -3.23922 -1.39299 -0.25 0.59 -0.33
H -2.57864 -5.81517 -3.45759 -0.33 -0.04 0.22
H -1.44349 -4.54889 -2.94849 0.03 0.01 -0.31
H -3.67480 -5.00898 -1.41828 0.04 0.30 0.34
C -1.11503 -6.93522 2.04121 -0.57 -0.31 0.56
C -2.03705 -5.73599 1.97755 0.20 -0.09 -0.91
O -1.87353 -5.34475 0.61079 -0.11 -0.12 0.29
C -0.70258 -5.84092 0.13951 0.11 0.32 0.25
O -0.24050 -5.56299 -0.91695 0.10 -0.05 -0.21
O -0.13116 -6.65413 1.05395 -0.05 -0.05 -0.13
F -1.61089 -4.71737 2.75710 -0.11 -0.07 0.12
H -1.68423 -7.82660 1.76611 0.15 -0.04 -0.10
H -0.68764 -7.09356 3.02741 0.28 0.19 -0.11
H -3.09050 -5.94952 2.12918 -0.04 0.18 0.24
C 3.03510 3.40774 -4.82365 -0.44 -0.70 0.28
C 1.81360 2.60645 -4.34860 1.31 -0.30 -0.88
O 0.84225 3.57697 -4.21439 -0.61 -0.03 0.43
C 1.42525 4.79192 -4.06594 0.59 0.47 -0.83
O 0.86376 5.80385 -3.81728 -0.27 -0.07 0.47
O 2.74483 4.71533 -4.37367 -0.28 0.29 0.29
F 2.04405 1.97962 -3.15901 -0.12 0.15 0.16
H 3.05338 3.36908 -5.91161 0.27 0.18 -0.04
H 3.95502 3.04247 -4.37870 0.09 0.03 -0.05
H 1.56770 1.85174 -5.09344 -0.55 -0.03 0.22
C 3.50731 0.18716 3.62514 0.19 -0.62 1.06
C 2.51710 1.26679 4.03584 -0.01 0.14 -0.94
O 1.42085 0.53886 4.51685 0.04 0.20 0.28
C 1.80273 -0.73655 4.81303 0.25 -0.15 0.04
O 1.11280 -1.53208 5.35191 -0.18 -0.01 0.03
O 3.07459 -0.93661 4.43031 -0.21 0.09 -0.45
F 2.10384 1.95048 2.91971 0.00 0.08 0.16
H 4.53980 0.33942 3.92354 0.02 0.37 -0.26
H 3.41876 -0.05734 2.57035 -0.02 0.04 -0.03
H 2.86085 2.01614 4.74616 -0.07 -0.11 0.18
C -2.45901 0.05628 5.61239 0.74 0.13 0.13
C -1.36961 0.98181 6.15455 -1.02 0.11 -0.73
O -1.21329 0.58047 7.46882 0.29 0.06 0.08
C -2.30219 -0.14846 7.86079 -0.04 -0.37 -0.30
O -2.49372 -0.52945 8.96165 -0.02 0.10 0.26
O -3.08696 -0.42104 6.79645 -0.10 0.11 0.09
F -1.85103 2.28320 6.14381 0.10 0.06 0.11
H -1.99915 -0.77058 5.07218 -0.18 -0.08 -0.03
H -3.14259 0.61758 4.98633 -0.19 -0.14 0.06
H -0.47211 0.97672 5.55346 0.33 -0.07 0.40
C -1.29833 6.26027 -1.34806 -0.11 -0.36 -0.07
C -0.03318 6.75439 -0.66198 -0.61 0.03 0.41
O 0.66619 5.57677 -0.37552 0.26 0.03 -0.53
C -0.10678 4.48483 -0.63457 -0.09 0.96 0.16
O 0.29621 3.37977 -0.53233 -0.05 -0.83 0.09
O -1.33960 4.86211 -1.00178 0.15 -0.06 -0.24
F -0.32408 7.34951 0.53940 -0.01 0.12 -0.15
H -1.19554 6.34855 -2.42860 -0.09 -0.02 0.01
H -2.22336 6.70492 -0.99613 0.14 0.26 0.08
H 0.53923 7.44626 -1.27276 0.32 -0.09 0.17
```
Forces are in eV/Å.



Number 1: gap between HOMO and LUMO 9.6 eV, LUMO level 0.54 eV. Number 2: gap between HOMO and LUMO 9.5 eV, LUMO level -0.72 eV.